## A
{
  "formula": "C26H27AuBN8O2S3",
  "method": "the ωB97M-V functional and the def2-TZVPD basis",
  "symbols": ["Au", "C", "C", "C", "C", "C", "C", "C", "S", "O", "O", "N", "C", "C", "C", "C", "C", "N", "H", "H", "H", "H", "H", "H", "H", "H", "H", "H", "H", "C", "N", "C", "C", "N", "B", "N", "C", "C", "N", "C", "C", "S", "C", "S", "H", "H", "H", "H", "H", "H", "H", "H", "H", "H", "H", "H", "N", "C", "C", "C", "C", "C", "N", "C", "H", "H", "H", "H"],
  "coordinates": [[-1.25614, 0.38794, -1.60503], [6.83938, -1.90209, 0.57978], [5.64631, -1.30457, -0.10995], [4.54388, -2.08418, -0.45216], [3.43827, -1.52303, -1.06937], [3.43659, -0.16422, -1.33517], [4.53035, 0.63144, -1.02578], [5.63291, 0.05561, -0.42089], [2.02329, 0.61605, -2.06115], [2.28649, 2.02754, -2.11748], [1.62250, -0.06780, -3.25096], [0.81205, 0.27084, -0.97703], [0.73894, 0.68925, 0.33269], [1.54701, 1.54163, 1.01690], [1.03867, 2.20867, 2.24469], [-0.27038, 1.58689, 2.82417], [-0.69873, 0.33833, 2.14751], [-0.31732, -0.00350, 0.98988], [6.66190, -2.93951, 0.85590], [7.07589, -1.33549, 1.48076], [7.71435, -1.86299, -0.07093], [4.55795, -3.14559, -0.23809], [2.59496, -2.13269, -1.36737], [4.50196, 1.68311, -1.27832], [6.49733, 0.66441, -0.18653], [2.45933, 1.90133, 0.56410], [1.82211, 2.39825, 2.97935], [-0.28684, 1.48633, 3.90814], [-1.42778, -0.30132, 2.64102], [0.98346, 4.57900, -0.27744], [0.04049, 3.83457, 0.54066], [0.22730, 3.54194, 1.93261], [-1.08502, 2.82593, 2.32785], [-1.76692, 2.63389, 1.04833], [-3.31694, 2.46713, 0.91162], [-3.74413, 0.96458, 1.04427], [-4.13492, 0.34102, 2.19694], [-4.54160, -0.91751, 1.88876], [-4.38736, -1.06182, 0.53392], [-4.70386, -2.26185, -0.22229], [-3.90557, 0.10256, 0.03551], [-3.64683, 0.38495, -1.64871], [-0.99045, 3.11230, 0.07984], [-1.22392, 2.85834, -1.61606], [1.68631, 5.07897, 0.38455], [0.45163, 5.32462, -0.86781], [1.52575, 3.92335, -0.95129], [0.55960, 4.40438, 2.50615], [-1.74884, 3.28671, 3.05801], [-3.64375, 2.83839, -0.17079], [-3.82567, 3.07168, 1.81536], [-4.13058, 0.84657, 3.14689], [-4.93994, -1.70386, 2.50563], [-5.40602, -2.86210, 0.34948], [-3.80073, -2.84393, -0.40547], [-5.15518, -1.99391, -1.17285], [-4.32603, -5.03989, -3.60804], [-3.44450, -4.49989, -3.10767], [-2.34536, -3.84436, -2.46758], [-1.39027, -4.57497, -1.76035], [-0.34418, -3.89400, -1.16466], [-0.29859, -2.51455, -1.26324], [-1.23490, -1.82232, -1.91558], [-2.23128, -2.46133, -2.52173], [-1.47975, -5.65007, -1.68402], [0.42453, -4.41853, -0.61612], [0.48399, -1.92044, -0.81347], [-2.95523, -1.85617, -3.04986]],
  "charge": 1,
  "homo_energy_ev": [-10.877, -10.878],
  "lumo_ev": [-5.219, -5.218],
  "gap_ha": [0.2080, 0.2080]
}

=====

## B
{
  "formula": "C26H27AuBN8O2S3",
  "method": "the ωB97M-V functional and the def2-TZVPD basis",
  "symbols": ["Au", "C", "C", "C", "C", "C", "C", "C", "S", "O", "O", "N", "C", "C", "C", "C", "C", "N", "H", "H", "H", "H", "H", "H", "H", "H", "H", "H", "H", "C", "N", "C", "C", "N", "B", "N", "C", "C", "N", "C", "C", "S", "C", "S", "H", "H", "H", "H", "H", "H", "H", "H", "H", "H", "H", "H", "N", "C", "C", "C", "C", "C", "N", "C", "H", "H", "H", "H"],
  "coordinates": [[1.30513, 0.74968, -1.38131], [-0.74563, -6.43154, 2.74497], [-0.22570, -5.54244, 1.66155], [-0.62871, -4.21272, 1.58372], [-0.14521, -3.38852, 0.58500], [0.74863, -3.89285, -0.33637], [1.17629, -5.20530, -0.28001], [0.68361, -6.02527, 0.72161], [1.29120, -2.78635, -1.63227], [2.48722, -3.28047, -2.23845], [0.15621, -2.47879, -2.46192], [1.58662, -1.35714, -0.84344], [2.62495, -1.13653, -0.03290], [3.41324, -2.08603, 0.63850], [4.42011, -1.63431, 1.46115], [4.62287, -0.26318, 1.62552], [3.80899, 0.61151, 0.93173], [2.84706, 0.18501, 0.13122], [-1.46256, -5.90311, 3.36732], [0.07385, -6.77529, 3.37461], [-1.23042, -7.31076, 2.32378], [-1.31956, -3.81731, 2.31272], [-0.44322, -2.35562, 0.50476], [1.87526, -5.57030, -1.01625], [1.00956, -7.05275, 0.78065], [3.21906, -3.13396, 0.48629], [5.05288, -2.33833, 1.97948], [5.39116, 0.11033, 2.28055], [3.92883, 1.68374, 1.01610], [-2.47293, -1.11537, -3.30840], [-2.59367, 0.16448, -2.66447], [-3.69166, 0.63701, -2.00821], [-3.42106, 1.92281, -1.65109], [-2.17031, 2.24296, -2.08393], [-1.60956, 3.69717, -2.24811], [-0.66887, 4.07332, -1.05987], [-1.01577, 4.85228, 0.00378], [0.11196, 5.20493, 0.67729], [1.15996, 4.62462, 0.02301], [2.55193, 4.76769, 0.34393], [0.66029, 3.94089, -1.02934], [1.67077, 3.08906, -2.12513], [-1.67746, 1.15360, -2.68370], [-0.12701, 0.98170, -3.40697], [-3.30597, -1.74162, -3.00060], [-1.53257, -1.60442, -3.03894], [-2.50135, -0.99256, -4.39258], [-4.56992, 0.04148, -1.86197], [-4.03723, 2.63024, -1.13567], [-0.97009, 3.71884, -3.24256], [-2.53190, 4.43612, -2.23586], [-2.03422, 5.11953, 0.19744], [0.24412, 5.79770, 1.55905], [2.65554, 5.02703, 1.39571], [2.99974, 5.55464, -0.26400], [3.07411, 3.83511, 0.12983], [-1.36705, 4.31861, 3.67934], [-1.42181, 3.39492, 3.00670], [-1.48134, 2.28182, 2.13292], [-2.64531, 1.52398, 1.99796], [-2.63898, 0.46151, 1.11233], [-1.49717, 0.22847, 0.36084], [-0.39418, 0.95466, 0.47948], [-0.37221, 1.93881, 1.35741], [-3.51891, 1.75924, 2.58517], [-3.50639, -0.16788, 1.00137], [-1.44321, -0.57377, -0.35928], [0.56794, 2.45896, 1.46878]],
  "charge": 1,
  "homo_energy_ev": -11.161,
  "lumo_ev": -5.215,
  "gap_ha": 0.2185
}

=====

Quick one: most stable of them? B

=====

## A
{
  "formula": "C3H3NO2",
  "method": "the ωB97M-V functional and the def2-TZVPD basis",
  "symbols": ["C", "C", "C", "N", "O", "O", "H", "H", "H"],
  "coordinates": [[-0.88232, 0.12799, 0.20488], [-0.64069, -1.22931, -0.05513], [1.47088, 0.60740, 0.02515], [0.29324, 0.94268, 0.01273], [2.64121, 0.52745, 0.04245], [0.44370, -1.85042, 0.10173], [-1.80848, 0.70749, -0.08067], [-1.46153, -1.78181, -0.20020], [-0.05601, 1.94853, -0.05095]],
  "charge": 0,
  "homo_energy_ev": -7.849,
  "lumo_ev": -0.623,
  "gap_ha": 0.2656
}

=====

## B
{
  "formula": "C3H3NO2",
  "method": "the ωB97M-V functional and the def2-TZVPD basis",
  "symbols": ["C", "C", "C", "N", "O", "O", "H", "H", "H"],
  "coordinates": [[-1.52088, 0.06658, 0.23123], [1.09190, 0.73247, 0.22197], [-0.15053, -0.05993, 0.00819], [-2.62365, 0.35194, 0.20789], [0.49921, 0.59802, -1.04083], [0.10988, -1.73305, -0.00628], [0.91461, 1.62571, 0.79223], [2.05129, 0.29490, 0.35519], [-0.37183, -1.87664, -0.76959]],
  "smiles": "N#C[C@]1(O)CO1",
  "charge": 0,
  "homo_energy_ev": -11.572,
  "lumo_ev": 0.713,
  "gap_ha": 0.4515
}

=====

## C
{
  "formula": "C3H3NO2",
  "method": "the ωB97M-V functional and the def2-TZVPD basis",
  "symbols": ["C", "C", "C", "N", "O", "O", "H", "H", "H"],
  "coordinates": [[2.62499, -0.09193, -0.29179], [0.09182, 0.05751, -0.16244], [1.42719, 0.05683, 0.50441], [3.49997, -0.43963, -0.92894], [-0.93486, 0.12717, 0.70599], [1.40696, 0.32522, 1.71818], [-0.16210, 0.90532, -0.94604], [-0.08157, -0.93103, -0.78939], [-0.77291, 0.45252, 1.57586]],
  "smiles": "N#CC(=O)CO",
  "charge": 0,
  "homo_energy_ev": -10.992,
  "lumo_ev": -0.974,
  "gap_ha": 0.3682
}

=====

Quick one: most stable of them? C

=====

## A
{
  "formula": "C3H3NO2",
  "method": "the ωB97M-V functional and the def2-TZVPD basis",
  "symbols": ["C", "C", "C", "H", "H", "H", "N", "O", "O"],
  "coordinates": [[-0.00353, 0.17274, -0.82794], [-0.15362, -0.97115, 1.14627], [0.37976, 0.25188, 1.46651], [-1.43908, -1.53882, -0.61509], [-0.69049, -1.83217, 1.70040], [0.65797, 0.39958, 2.49994], [-0.43588, -0.97573, -0.21881], [-0.13583, 0.80159, -1.92371], [0.53422, 0.83350, 0.32839]],
  "smiles": "O=c1[nH]cco1",
  "charge": 0,
  "homo_energy_ev": -8.688,
  "lumo_ev": 0.363,
  "gap_ha": 0.3326
}

=====

## B
{
  "formula": "C3H3NO2",
  "method": "the ωB97M-V functional and the def2-TZVPD basis",
  "symbols": ["C", "O", "C", "O", "C", "N", "H", "H", "H"],
  "coordinates": [[1.16855, -0.56591, 0.21153], [0.27601, -0.19942, -0.87107], [-0.91591, 0.40534, -0.85818], [-1.51169, 0.65375, -1.87243], [-1.46872, 0.75036, 0.48759], [-1.88584, 1.01199, 1.53985], [0.84103, -0.37901, 1.23619], [1.38227, -1.62963, 0.08765], [2.11430, -0.04745, 0.03888]],
  "smiles": "COC(=O)C#N",
  "charge": 0,
  "homo_energy_ev": -11.763,
  "lumo_ev": 0.048,
  "gap_ha": 0.4340
}

=====

Quick one: most stable of them? B

=====

## A
{
  "formula": "CH6NPS",
  "method": "the ωB97M-V functional and the def2-TZVPD basis",
  "symbols": ["C", "N", "P", "S", "H", "H", "H", "H", "H", "H"],
  "coordinates": [[-0.57640, 1.38945, 0.03593], [-0.58798, -1.66501, -0.06388], [2.22805, -0.24260, -0.06700], [-0.06565, -0.06264, 0.48016], [0.21642, 1.92823, -0.44583], [-1.65428, 1.54848, -0.05410], [-1.06248, -1.61083, -0.91073], [0.25853, -2.13254, -0.41147], [2.19831, 1.20354, -0.24648], [-0.95453, -0.35607, 1.68339]],
  "smiles": "C=[S@@H](N)=P",
  "charge": 0,
  "homo_energy_ev": -7.566,
  "lumo_ev": -0.592,
  "gap_ha": 0.2563
}

=====

## B
{
  "formula": "CH6NPS",
  "method": "the ωB97M-V functional and the def2-TZVPD basis",
  "symbols": ["C", "N", "P", "S", "H", "H", "H", "H", "H", "H"],
  "coordinates": [[-0.15667, 0.85364, 0.37619], [1.48748, -1.25563, -0.00212], [-1.44598, -0.35381, -0.37500], [1.29399, 0.36551, -0.53869], [0.11865, 0.82435, 1.36388], [-2.94756, -0.18428, 0.13182], [1.92911, -1.13783, 0.89078], [2.14246, -1.69637, -0.65241], [-1.97995, 0.60920, -1.45623], [-0.44152, 1.97522, 0.26180]],
  "charge": 0,
  "homo_energy_ev": -8.493,
  "lumo_ev": 0.722,
  "gap_ha": 0.3387
}

=====

## C
{
  "formula": "CH6NPS",
  "method": "the ωB97M-V functional and the def2-TZVPD basis",
  "symbols": ["C", "N", "P", "S", "H", "H", "H", "H", "H", "H"],
  "coordinates": [[-0.06504, -1.36813, 0.25936], [-1.52337, 1.44019, 0.21557], [0.66310, -0.09456, -0.79761], [2.39572, 0.69463, 0.28696], [0.09784, -1.23585, 1.38448], [0.18852, -2.40805, -0.14766], [-1.13215, -1.28481, -0.00063], [-1.78363, 2.34905, -0.22827], [-2.05002, 0.71663, -0.35281], [3.20904, 1.19089, -0.61940]],
  "charge": 0,
  "homo_energy_ev": [-8.049, -8.051],
  "lumo_ev": [-1.300, -1.300],
  "gap_ha": [0.2480, 0.2481]
}

=====

Quick one: most stable of them? B